This record from the OMol25 dataset describes a structure of composition C55H39InN9OS2Si in a non-equilibrium geometry. The level of theory is ωB97M-V/def2-TZVPD.

Properties
E_HOMO (alpha / beta) in eV: -4.319 / -4.296

ORCA input file:
```
! RIJCOSX wB97M-V def2-TZVPD def2/J DEFGRID3
* xyz -1 1
In -0.2931 -0.1297 0.8441
C 0.1816 -7.1557 1.2586
C -0.0880 -6.9731 2.6378
C -0.4285 -5.6878 3.1389
C -0.4764 -4.6521 2.1705
C -0.4745 -3.2059 2.2690
N -0.9416 -2.6596 3.3633
C -1.2720 -1.4446 3.6634
C -1.8395 -0.9524 4.9302
C -2.6837 -1.5557 5.9090
C -3.4867 -0.7907 6.7480
C -3.3852 0.6260 6.7180
C -2.6811 1.2164 5.6659
C -2.1427 0.4194 4.6871
C -1.7572 0.8640 3.4532
N -1.9312 2.0683 3.0352
C -1.9449 2.4486 1.7118
N -1.5885 1.6156 0.7122
C -2.3070 1.8661 -0.4266
N -2.6751 1.0482 -1.3940
C -2.3569 -0.2292 -1.5438
N -1.3738 -0.9761 -0.8813
C -1.3436 -2.2773 -1.3611
N -0.6887 -3.3855 -1.1100
C -0.1850 -3.5673 0.1163
N -0.1848 -2.5809 1.0533
C -0.1155 -4.8821 0.8173
C 0.1018 -6.1488 0.3151
C -2.3325 -2.3378 -2.5180
C -2.7712 -3.3133 -3.3540
C -3.8056 -2.8732 -4.2255
C -4.4374 -1.6349 -4.2520
C -3.9979 -0.6466 -3.3817
C -2.9749 -1.0307 -2.5014
C -2.8858 3.1957 -0.2181
C -3.8212 3.8833 -0.9429
C -4.5718 4.9212 -0.3689
C -4.2415 5.4333 0.8756
C -3.1771 4.8329 1.5923
C -2.6923 3.5844 1.1592
N -1.1406 -0.2576 2.8539
H 0.3962 -8.1709 0.8889
H 0.0359 -7.8304 3.2563
H -0.5848 -5.4645 4.1701
H -2.5568 -2.6212 6.0543
H -4.1247 -1.3079 7.4646
H -3.7875 1.2618 7.4878
H -2.6326 2.2983 5.6002
H 0.4332 -6.3842 -0.6802
H -2.3998 -4.3563 -3.3675
H -4.2434 -3.5602 -4.9147
H -5.2764 -1.4385 -4.9164
H -4.3523 0.4003 -3.3174
H -4.0485 3.5368 -1.9378
H -5.3215 5.3589 -0.9877
H -4.7669 6.3398 1.2381
H -2.7259 5.2974 2.5160
S 1.9753 -0.6364 2.4757
C 2.0567 1.0470 2.8266
N 1.3745 1.8998 2.0852
C 1.3990 3.1788 2.4624
C 0.8018 4.3054 1.8194
C 0.9828 5.5636 2.3655
C 1.8290 5.7279 3.4721
C 2.5474 4.6775 4.0596
C 2.2770 3.3929 3.5701
S 2.9820 1.8757 4.1448
H 0.3141 4.1363 0.8907
H 0.4661 6.4313 1.9965
H 1.9693 6.7554 3.8563
H 3.2515 4.8599 4.8530
C 4.1680 2.1313 -1.2180
C 3.0465 2.0091 -2.2956
C 3.6576 1.9329 -3.7140
C 2.0531 3.1351 -2.0352
Si 2.1142 0.3451 -1.8869
O 1.1760 0.4267 -0.5834
C 3.4546 -0.9767 -1.6978
C 3.9548 -1.6716 -2.8293
C 4.8900 -2.6739 -2.6937
C 5.2876 -3.1006 -1.4063
C 4.7137 -2.5331 -0.3000
C 3.8447 -1.4265 -0.4690
C 1.2180 -0.3169 -3.4306
C 1.1519 -1.7381 -3.5452
C 0.5614 -2.2824 -4.6584
C 0.1425 -1.5237 -5.7290
C 0.2706 -0.1193 -5.6844
C 0.8230 0.4768 -4.5109
H 4.7604 3.0609 -1.4477
H 4.8909 1.2722 -1.1999
H 3.7880 2.1882 -0.2039
H 4.5448 2.5655 -3.7025
H 3.0002 2.3877 -4.4196
H 3.9164 0.9448 -4.0840
H 2.6581 4.0518 -2.0341
H 1.5528 3.0637 -1.0923
H 1.2748 3.2601 -2.7956
H 3.7130 -1.4591 -3.8418
H 5.3646 -3.0366 -3.5823
H 5.9001 -4.0072 -1.3649
H 4.9651 -2.8521 0.7128
H 3.2962 -1.1078 0.4351
H 1.5891 -2.4004 -2.8460
H 0.4952 -3.3597 -4.8079
H -0.2111 -1.9466 -6.6908
H 0.0483 0.4541 -6.5898
H 0.8658 1.5773 -4.4098
*
```

These are the Mulliken partial charges, in e, on atoms 1 to 5:
1 In 3.12
2 C -0.47
3 C -0.63
4 C -0.57
5 C 0.02

---

This record from the OMol25 dataset describes a structure of composition C55H42AuFGeNP3S. The level of theory is ωB97M-V/def2-TZVPD.

Properties
E_HOMO in eV: -7.485

ORCA input file:
```
! RIJCOSX wB97M-V def2-TZVPD def2/J DEFGRID3
* xyz 0 1
Au 0.2252 -0.1962 -0.1348
F -2.8036 2.7691 -1.9845
Ge -1.4647 1.6963 -1.3622
C -2.0756 2.1636 0.5017
C -2.4643 3.5128 0.5706
C -2.8855 4.0881 1.7578
C -2.9740 3.3231 2.9131
C -2.6025 1.9943 2.8675
C -2.1210 1.4195 1.6880
P -1.5290 -0.2998 1.7147
C -0.5132 -0.5012 3.2172
C -0.1617 -1.8032 3.5797
C 0.7889 -2.0312 4.5595
C 1.4123 -0.9595 5.1878
C 1.0698 0.3366 4.8366
C 0.1119 0.5640 3.8552
C -3.0374 -1.2544 2.0872
C -3.8377 -1.6659 1.0257
C -5.0169 -2.3588 1.2575
C -5.3983 -2.6602 2.5566
C -4.6046 -2.2568 3.6214
C -3.4313 -1.5545 3.3897
C -0.0158 2.9550 -1.8110
C -0.2951 3.9557 -2.7464
C 0.6371 4.9393 -3.0362
C 1.8631 4.9607 -2.3793
C 2.1536 3.9824 -1.4465
C 1.2291 2.9707 -1.1810
P 1.6461 1.6760 0.0188
C 1.9901 2.6460 1.5247
C 3.2513 2.7648 2.0970
C 3.4375 3.5696 3.2160
C 2.3705 4.2633 3.7647
C 1.1099 4.1604 3.1865
C 0.9223 3.3577 2.0743
C 3.2306 0.9537 -0.5206
C 3.6779 1.0986 -1.8309
C 4.7869 0.3891 -2.2716
C 5.4468 -0.4778 -1.4141
C 4.9954 -0.6413 -0.1109
C 3.8915 0.0683 0.3328
C -1.7573 0.4947 -2.9589
C -2.3976 1.1193 -4.0436
C -2.5830 0.4645 -5.2505
C -2.1564 -0.8468 -5.4181
C -1.5254 -1.4819 -4.3688
C -1.3135 -0.8170 -3.1572
P -0.4116 -1.6580 -1.8499
C -1.4268 -3.0639 -1.3234
C -0.9996 -3.8047 -0.2189
C -1.7540 -4.8709 0.2448
C -2.9503 -5.1998 -0.3798
C -3.3985 -4.4439 -1.4532
C -2.6461 -3.3735 -1.9201
C 1.1059 -2.3178 -2.6311
C 1.6469 -1.6491 -3.7297
C 2.8758 -2.0278 -4.2486
C 3.5894 -3.0668 -3.6676
C 3.0670 -3.7241 -2.5632
C 1.8333 -3.3532 -2.0485
H -2.4395 4.1201 -0.3212
H -3.1630 5.1350 1.7753
H -3.3274 3.7593 3.8390
H -2.6598 1.3915 3.7669
H -0.6128 -2.6476 3.0695
H 1.0689 -3.0460 4.8091
H 2.1698 -1.1386 5.9399
H 1.5525 1.1799 5.3150
H -0.1358 1.5805 3.5864
H -3.5400 -1.4379 0.0105
H -5.6290 -2.6725 0.4223
H -6.3118 -3.2113 2.7408
H -4.9005 -2.4887 4.6365
H -2.8133 -1.2496 4.2252
H -1.2628 3.9748 -3.2297
H 0.4022 5.7039 -3.7663
H 2.5842 5.7396 -2.5916
H 3.1065 3.9938 -0.9285
H 4.0963 2.2386 1.6758
H 4.4238 3.6533 3.6543
H 2.5199 4.8892 4.6355
H 0.2694 4.7026 3.6018
H -0.0636 3.2884 1.6288
H 3.1520 1.7507 -2.5166
H 5.1256 0.5068 -3.2932
H 6.3024 -1.0410 -1.7646
H 5.4772 -1.3468 0.5531
H 3.5151 -0.1083 1.3332
H -2.7693 2.1240 -3.9298
H -3.0716 0.9822 -6.0668
H -2.3111 -1.3633 -6.3566
H -1.1726 -2.5003 -4.4866
H -0.0971 -3.5214 0.3128
H -1.4104 -5.4354 1.1021
H -3.5371 -6.0361 -0.0214
H -4.3412 -4.6814 -1.9308
H -3.0165 -2.7849 -2.7495
H 1.1183 -0.8173 -4.1786
H 3.2778 -1.5007 -5.1050
H 4.5527 -3.3564 -4.0682
H 3.6222 -4.5158 -2.0775
H 1.4686 -3.8726 -1.1742
S 3.2360 -3.8248 1.6879
C 2.2308 -2.6267 1.1993
N 1.4998 -1.7860 0.8490
*
```

These are the Mulliken partial charges, in e, on atoms 1 to 5:
1 Au 4.11
2 F -0.62
3 Ge 0.62
4 C -0.90
5 C -0.74

---

no.,E_tot (Ha)
1,-3963.5215
2,-5910.6779